## a
Here is a cluster of 2 separate species, C2H6IN3 in total from the Open Molecules 2025 dataset. Energies are from ωB97M-V/def2-TZVPD.

ORCA input file:
```
! wB97M-V def2-TZVPD RIJCOSX def2/J DEFGRID3
* xyz 0 1
C -1.548 -0.467 -0.172
C 0.047 1.055 -0.506
N -1.144 -1.425 0.474
N 1.779 0.279 0.873
N 1.254 0.462 -0.417
I -3.516 -0.018 -0.919
H -0.281 1.324 -1.496
H -0.216 1.716 0.301
H -1.736 -2.210 0.740
H 2.722 -0.085 0.803
H 1.202 -0.360 1.420
H 1.438 -0.272 -1.101
*
```

The gap between HOMO and LUMO comes out at 8.008 eV.

## b
Here is a cluster of 3 separate species, C2H6IN3 in total from the Open Molecules 2025 dataset. Energies are from ωB97M-V/def2-TZVPD.

ORCA input file:
```
! wB97M-V def2-TZVPD RIJCOSX def2/J DEFGRID3
* xyz 0 1
C 0.025 2.740 0.669
C -1.382 0.202 0.089
N -0.529 3.334 -0.181
N -0.234 -1.540 -0.751
N -1.047 -0.986 0.134
I 3.502 0.122 -0.210
H -1.844 0.718 0.897
H -0.947 0.903 -0.707
H -0.831 3.432 -1.083
H 0.060 -1.041 -1.570
H -0.335 -2.527 -0.865
H 2.609 0.427 1.055
*
```

The gap between HOMO and LUMO comes out at 9.628 eV.

In order of decreasing stability: a, b.